{
  "formula": "C31H62IN7O7",
  "method": "ωB97M-V/def2-TZVPD",
  "lumo_energy_ev": -1.5026,
  "orbital_gap_ev": 6.68,
  "smiles": "CC(C)=Nc1ccc2nc(I)c(COCOCCO)nc2c1.COC[C@@H](C)N.COC[C@@H](C)N.COC[C@@H](C)N.COC[C@@H](C)N",
  "elements": ["I", "O", "O", "O", "O", "O", "O", "O", "N", "N", "N", "N", "N", "N", "N", "C", "C", "C", "C", "C", "C", "C", "C", "C", "C", "C", "C", "C", "C", "C", "C", "C", "C", "C", "C", "C", "C", "C", "C", "C", "C", "C", "C", "C", "C", "C", "H", "H", "H", "H", "H", "H", "H", "H", "H", "H", "H", "H", "H", "H", "H", "H", "H", "H", "H", "H", "H", "H", "H", "H", "H", "H", "H", "H", "H", "H", "H", "H", "H", "H", "H", "H", "H", "H", "H", "H", "H", "H", "H", "H", "H", "H", "H", "H", "H", "H", "H", "H", "H", "H", "H", "H", "H", "H", "H", "H", "H", "H"],
  "xyz": [[-0.8286, -6.7913, -2.2812], [2.3968, -3.0787, 8.0994], [-3.7438, 2.4192, -10.6239], [-5.3601, 2.4806, -5.4330], [-5.0189, -1.1251, -4.3448], [3.5706, 6.2098, 0.0826], [-3.9125, -3.0501, -3.2509], [-0.3139, -3.2237, 4.2546], [2.5936, 4.5576, 2.2250], [-2.2765, -4.4937, 2.5786], [-1.3039, -2.0894, -2.2761], [0.7988, -4.3630, -1.0241], [-3.7124, 2.2401, -7.7532], [1.7474, 1.9226, -0.2167], [0.8237, -2.2767, 10.3701], [4.3574, 5.1100, 0.5495], [2.2887, -2.3487, 10.4892], [-1.3788, 2.1591, -8.4586], [0.2437, -0.1071, -1.2827], [-0.5041, -6.1374, 2.9044], [1.5644, 0.4032, -0.3932], [-2.7374, 1.4689, -8.5407], [-2.8092, -4.0465, -3.3575], [-3.2294, 1.2448, -9.9892], [2.2456, -2.3156, -0.0405], [3.0202, -2.0136, 7.3980], [-1.4869, -3.5693, -2.4615], [-4.7464, 1.4834, -4.4943], [2.8580, -0.9333, 10.4519], [2.5769, -0.7294, 0.2275], [-0.4255, -4.6396, -1.8504], [-4.7629, 0.0224, -5.2381], [-0.0709, -1.7270, -1.4986], [-0.1580, 1.8110, 1.6338], [0.2231, -4.0491, 5.2770], [4.6358, 5.6007, 3.0565], [4.0431, 4.6737, 1.9990], [2.8983, -3.2876, 9.4228], [-2.7507, 3.2670, -11.1808], [-3.8351, -2.0475, -4.3244], [-0.4670, 3.3272, -0.7266], [4.0503, 7.4847, 0.4821], [-0.8466, -4.7569, 2.3517], [0.4809, 2.3276, 0.2136], [0.9149, -2.8699, -0.8892], [0.0361, -3.6253, 2.9268], [0.3114, -3.4477, 6.1855], [-1.3959, 2.6500, -1.0454], [2.4936, -1.0782, 7.5949], [-2.3935, -4.2940, 3.5759], [-3.2076, 3.8320, -11.9973], [-0.5124, 0.6611, -1.7914], [-3.7565, -0.0922, -5.8528], [-3.6587, 1.9057, -4.2738], [3.5397, -0.4505, 0.8313], [-2.6264, 0.4817, -8.0759], [4.0845, 6.5394, 3.1528], [-2.4210, -4.1089, -4.4739], [0.0700, 3.6277, -1.7224], [2.5983, -0.3948, 11.3710], [4.0808, -1.9173, 7.6477], [2.6197, -4.3160, 9.6820], [-1.4347, 3.2295, -8.6720], [1.1018, -3.8738, 2.8638], [0.4745, 0.9343, 2.1242], [-2.4574, 0.7743, -10.6090], [-3.9352, 3.0837, -8.2887], [2.9345, -2.2178, 6.3276], [2.5317, -2.7685, 11.4729], [-4.6432, 3.0543, -5.8418], [0.5779, -6.3042, 2.8987], [-1.2129, 1.3193, 1.3735], [-0.9626, -6.9187, 2.2866], [-4.5953, 1.7273, -7.7357], [3.9502, -0.9523, 10.3774], [-0.2783, 2.6401, 2.4510], [-1.9027, 2.7044, -11.5819], [1.2138, -4.4354, 5.0206], [-5.3777, 1.5395, -3.5086], [-0.4636, -4.8690, 5.4939], [0.4409, -3.2161, 10.4871], [-0.6671, 1.7074, -9.1573], [-0.1109, -2.7350, 2.3038], [-4.0688, 0.5403, -9.9536], [3.9938, -3.2524, 9.4336], [3.6154, 7.7627, 1.4437], [2.1674, 5.4359, 1.9166], [-0.9221, 4.2253, -0.1252], [4.6141, 5.1177, 4.0405], [2.2168, 3.8670, 1.5739], [-2.8950, -1.3206, -4.2375], [-2.4136, 3.9877, -10.4338], [0.6096, -2.0498, 9.3950], [-0.9615, 2.0581, -7.4497], [5.6797, 5.8386, 2.8280], [-0.6725, -4.7903, 1.2693], [4.4929, 3.6845, 2.1483], [-3.2625, -5.0683, -3.0067], [-5.6412, 0.0404, -6.0462], [-3.7266, -2.5754, -5.3896], [3.0019, -3.1224, 0.3920], [4.1119, 4.2724, -0.1142], [3.7124, 8.2189, -0.2538], [-0.8676, -6.2868, 3.9242], [5.4262, 5.3103, 0.4115], [-2.5208, -3.6108, 2.1273], [5.1425, 7.5205, 0.5298], [2.4688, -0.3428, 9.6187]],
  "atomic_forces_ev_per_a": [[0.48, 2.04, 0.49], [0.49, -0.02, 0.39], [0.45, -0.50, 0.06], [1.44, -0.30, 0.71], [2.23, -0.61, -0.48], [0.57, -0.19, 0.15], [1.49, 0.39, -1.83], [0.44, -0.22, -0.42], [-0.08, 0.00, -0.36], [0.15, 0.37, 0.07], [3.37, -4.92, 1.76], [-5.30, 4.40, -3.41], [-0.11, -0.12, -0.41], [-5.29, -2.56, -0.26], [0.09, -0.35, -0.21], [-0.34, -0.29, -0.11], [-0.10, 0.17, -0.44], [0.30, -0.08, 0.17], [2.55, -1.78, 1.94], [0.06, -0.30, -0.15], [-1.34, -2.54, -0.38], [0.04, 0.48, -0.25], [0.41, 0.83, 0.00], [-0.40, 0.03, 0.16], [-0.93, 3.21, -0.51], [-0.35, -0.09, -0.19], [2.09, 2.11, 1.58], [0.28, 1.12, -0.31], [0.13, 0.21, 0.24], [-3.10, -2.99, -2.32], [1.13, 2.42, 1.00], [-0.21, 0.42, -0.96], [0.22, -0.21, 0.12], [-0.61, -1.52, -0.70], [-0.32, 0.27, 0.20], [0.19, -0.06, 0.30], [-0.18, 0.43, -0.10], [-0.35, -0.19, 0.07], [-0.35, 0.21, 0.02], [1.01, 1.31, -1.23], [0.06, -0.61, 0.62], [-0.40, 0.01, -0.14], [-0.05, 0.03, 0.42], [1.24, -0.18, -0.39], [1.24, 1.40, 0.64], [-0.37, 0.20, -0.11], [0.03, 0.00, -0.13], [2.01, 1.28, 0.87], [0.20, 0.15, 0.00], [0.01, -0.15, -0.26], [-0.03, -0.14, 0.07], [2.01, -1.90, 1.27], [-1.93, 0.09, 1.34], [-2.14, -1.38, -0.28], [-2.16, -0.50, -1.34], [-0.13, 0.02, -0.10], [0.01, -0.11, -0.10], [-0.87, -0.07, 2.20], [-0.82, -0.44, 2.22], [-0.01, -0.14, -0.18], [-0.05, 0.02, 0.09], [-0.06, 0.11, -0.12], [-0.09, -0.13, -0.03], [0.03, -0.13, 0.11], [-1.08, 1.99, -1.31], [0.12, 0.13, 0.01], [0.12, -0.19, 0.10], [-0.01, -0.09, 0.11], [-0.04, -0.09, -0.14], [-1.05, -1.50, 0.79], [-0.09, 0.02, 0.02], [2.10, 1.29, 0.77], [0.03, 0.19, 0.10], [0.15, 0.11, 0.19], [-0.09, 0.01, -0.02], [0.23, -1.24, -1.94], [0.01, -0.02, 0.10], [-0.05, -0.05, -0.06], [1.20, -0.52, -1.96], [0.17, -0.19, 0.03], [0.02, 0.22, 0.10], [-0.07, 0.07, 0.05], [-0.04, -0.04, 0.12], [0.01, 0.17, -0.02], [0.03, 0.16, -0.07], [0.20, 0.12, 0.10], [0.15, -0.19, 0.18], [1.05, -1.64, -1.23], [-0.06, 0.07, -0.20], [0.16, 0.02, 0.18], [-1.73, -1.80, 0.29], [0.24, 0.01, -0.07], [0.05, 0.04, 0.30], [-0.13, 0.02, -0.16], [-0.09, 0.01, 0.01], [0.01, 0.14, 0.12], [-0.09, 0.05, -0.15], [1.16, 2.10, -0.57], [1.81, 0.07, 1.89], [-0.51, 0.78, 2.17], [-1.90, 1.89, -1.05], [-0.11, 0.15, 0.06], [0.03, -0.14, -0.01], [0.02, 0.12, -0.09], [0.02, 0.16, 0.11], [-0.02, -0.23, -0.02], [-0.02, -0.07, 0.08], [0.01, -0.15, 0.04]]
}